Entry 1:
Entry from the Open Molecules 2025 dataset: an isolated ion of composition C4H8NO and charge +1 at a distorted geometry (the ωB97M-V functional and the def2-TZVPD basis).

## Properties
SMILES   C=C1C[C@H](O)[NH2+]1
Net charge   +1
Kohn-Sham gap   11.783 eV

Element x y z (Å)
1 C -0.893 -0.083 0.155
2 C -2.184 0.087 -0.089
3 C 0.175 -1.075 0.188
4 C 1.107 0.051 -0.305
5 N 0.118 1.114 0.256
6 O 2.403 0.257 0.090
7 H -2.613 1.125 -0.214
8 H -2.817 -0.763 -0.197
9 H 0.510 -1.556 1.064
10 H 0.072 -1.960 -0.554
11 H 0.969 0.049 -1.353
12 H -0.081 1.926 -0.195
13 H 0.410 1.428 1.192
14 H 2.824 -0.599 -0.038

These are the Löwdin partial charges, in e, on atoms 1 to 5:
1 C -0.224
2 C 0.150
3 C -0.041
4 C -0.299
5 N 0.224

---

Entry 2:
Entry from the Open Molecules 2025 dataset: a 7-piece molecular cluster, C25H50Cl2O18 overall at a distorted geometry (the ωB97M-V functional and the def2-TZVPD basis).

## Properties
SMILES   CCOC(=O)OC.CCOC(=O)OC.CCOC(=O)OC.CCOC(=O)OC.CCOC(=O)OC.CCOC(=O)OC.ClCCl
Net charge   0
Kohn-Sham gap   11.146 eV

Element x y z (Å)
1 C 18.265 3.563 -20.297
2 C 18.102 3.009 -21.763
3 O 18.057 4.003 -22.735
4 C 17.920 3.814 -24.081
5 O 17.865 2.757 -24.722
6 O 18.061 4.958 -24.691
7 C 18.471 4.996 -26.030
8 H 19.091 4.270 -20.220
9 H 18.364 2.747 -19.581
10 H 17.406 4.227 -20.199
11 H 17.218 2.371 -21.765
12 H 18.915 2.320 -21.992
13 H 17.917 4.327 -26.688
14 H 19.525 4.794 -26.223
15 H 18.095 5.949 -26.401
16 C 18.627 7.080 -18.497
17 C 18.473 8.654 -18.474
18 O 19.461 9.224 -19.355
19 C 20.371 10.097 -18.967
20 O 20.564 10.463 -17.811
21 O 21.005 10.634 -20.078
22 C 22.203 11.399 -19.784
23 H 19.599 6.853 -18.057
24 H 18.562 6.665 -19.503
25 H 17.954 6.501 -17.864
26 H 18.540 9.065 -17.466
27 H 17.488 8.909 -18.867
28 H 22.744 10.909 -18.974
29 H 21.900 12.384 -19.429
30 H 22.905 11.380 -20.617
31 C 20.328 3.840 -11.703
32 C 19.688 5.088 -12.262
33 O 20.561 5.904 -12.907
34 C 20.041 7.057 -13.444
35 O 18.917 7.495 -13.348
36 O 21.030 7.766 -14.086
37 C 20.754 8.867 -14.947
38 H 19.686 3.302 -11.006
39 H 21.286 3.899 -11.186
40 H 20.569 3.129 -12.493
41 H 19.119 5.536 -11.447
42 H 18.915 4.827 -12.985
43 H 21.616 9.534 -14.942
44 H 19.925 9.434 -14.524
45 H 20.577 8.423 -15.927
46 C 20.949 15.343 -11.247
47 C 21.237 14.009 -11.910
48 O 20.591 14.124 -13.129
49 C 20.816 13.364 -14.228
50 O 21.438 12.298 -14.306
51 O 20.096 13.967 -15.253
52 C 19.805 13.269 -16.387
53 H 19.924 15.392 -10.879
54 H 21.071 16.172 -11.943
55 H 21.564 15.571 -10.376
56 H 20.660 13.205 -11.454
57 H 22.274 13.736 -12.106
58 H 19.132 13.901 -16.967
59 H 19.490 12.229 -16.299
60 H 20.650 13.242 -17.075
61 C 11.682 9.623 -23.156
62 C 12.696 9.504 -21.980
63 O 13.825 8.807 -22.558
64 C 14.997 8.869 -21.872
65 O 15.135 9.345 -20.733
66 O 15.942 8.371 -22.617
67 C 17.229 8.223 -22.068
68 H 10.721 9.958 -22.766
69 H 11.556 8.669 -23.668
70 H 11.930 10.345 -23.934
71 H 12.310 8.889 -21.167
72 H 12.878 10.532 -21.670
73 H 17.769 9.156 -21.903
74 H 17.927 7.840 -22.811
75 H 17.286 7.551 -21.212
76 C 26.933 17.825 -18.303
77 C 27.023 16.415 -17.904
78 O 25.758 15.811 -18.059
79 C 25.407 14.734 -17.363
80 O 26.084 14.277 -16.460
81 O 24.152 14.264 -17.688
82 C 23.538 13.389 -16.804
83 H 27.925 18.273 -18.369
84 H 26.391 18.476 -17.618
85 H 26.415 17.880 -19.260
86 H 27.643 16.216 -17.030
87 H 27.582 15.925 -18.701
88 H 23.093 13.767 -15.884
89 H 24.155 12.555 -16.471
90 H 22.803 12.707 -17.232
91 C 23.982 15.443 -21.332
92 Cl 22.683 14.280 -21.057
93 Cl 23.876 16.036 -23.001
94 H 24.040 16.420 -20.853
95 H 24.965 15.034 -21.097

These are the Löwdin partial charges, in e, on atoms 1 to 5:
1 C -0.048
2 C -0.234
3 O 0.024
4 C -0.542
5 O 0.099

---

Entry 3:
Entry from the Open Molecules 2025 dataset: a 13-piece molecular cluster, C24H72IN12O12 overall at a distorted geometry (the ωB97M-V functional and the def2-TZVPD basis).

## Properties
Net charge   -1
Kohn-Sham gap   9.187 eV

Element x y z (Å)
1 I 0.009 -0.391 -0.263
2 C 5.005 2.268 3.544
3 C 3.632 1.547 3.941
4 C 3.689 0.383 4.877
5 O 2.819 2.499 4.477
6 H 5.745 2.152 4.335
7 H 4.805 3.286 3.210
8 H 5.421 1.789 2.658
9 H 3.113 1.252 3.029
10 H 2.737 -0.100 5.098
11 H 4.345 0.562 5.729
12 H 4.207 -0.387 4.306
13 H 3.404 3.129 4.903
14 C -3.642 2.969 -1.657
15 C -4.573 4.002 -1.096
16 C -5.841 4.046 -1.907
17 O -4.931 3.742 0.222
18 H -3.606 2.991 -2.746
19 H -3.888 1.912 -1.557
20 H -2.602 2.957 -1.333
21 H -4.183 5.019 -1.101
22 H -6.480 3.163 -1.929
23 H -5.742 4.173 -2.985
24 H -6.465 4.839 -1.496
25 H -4.835 2.787 0.232
26 C 3.610 1.474 -5.042
27 C 2.079 1.396 -4.711
28 C 1.897 2.219 -3.406
29 O 1.438 2.047 -5.772
30 H 4.177 1.149 -4.169
31 H 4.063 2.423 -5.326
32 H 3.925 0.789 -5.829
33 H 1.567 0.443 -4.579
34 H 0.860 2.277 -3.076
35 H 2.351 3.186 -3.626
36 H 2.353 1.785 -2.517
37 H 0.507 1.951 -5.556
38 C -2.756 0.686 3.120
39 C -3.867 0.467 2.029
40 C -5.217 0.950 2.388
41 O -3.417 1.239 0.933
42 H -2.596 1.726 3.402
43 H -1.797 0.242 2.853
44 H -3.097 0.221 4.045
45 H -3.870 -0.617 1.908
46 H -5.762 1.177 1.471
47 H -5.228 1.790 3.082
48 H -5.746 0.232 3.014
49 H -2.532 0.943 0.706
50 C -5.213 -3.981 -0.306
51 C -4.122 -3.020 -0.657
52 C -3.510 -3.171 -1.977
53 O -4.650 -1.734 -0.628
54 H -5.989 -4.035 -1.070
55 H -5.662 -3.652 0.631
56 H -4.827 -4.981 -0.112
57 H -3.393 -3.115 0.148
58 H -4.107 -3.134 -2.888
59 H -3.129 -4.192 -2.015
60 H -2.609 -2.578 -2.128
61 H -3.875 -1.168 -0.652
62 C 5.321 -1.050 -2.717
63 C 5.189 -1.316 -1.255
64 C 4.209 -0.281 -0.664
65 O 4.698 -2.641 -1.018
66 H 5.383 0.004 -2.988
67 H 4.432 -1.342 -3.277
68 H 6.270 -1.424 -3.103
69 H 6.089 -1.259 -0.643
70 H 4.635 0.275 0.171
71 H 3.325 -0.805 -0.301
72 H 3.817 0.432 -1.390
73 H 4.647 -2.767 -0.067
74 C 0.668 -5.075 0.434
75 O 0.819 -6.226 0.827
76 N 1.675 -4.390 -0.108
77 N -0.418 -4.315 0.724
78 H 1.414 -3.448 -0.364
79 H 2.593 -4.809 -0.149
80 H -0.550 -3.380 0.366
81 H -1.227 -4.892 0.907
82 C 1.168 -2.876 -3.542
83 O 1.514 -3.810 -4.200
84 N 1.869 -2.359 -2.543
85 N -0.021 -2.314 -3.591
86 H 2.773 -2.777 -2.373
87 H 1.579 -1.573 -1.979
88 H -0.325 -1.649 -2.894
89 H -0.412 -2.401 -4.518
90 C 2.564 -2.570 3.172
91 O 3.350 -3.167 3.894
92 N 1.265 -2.589 3.330
93 N 2.974 -1.882 2.192
94 H 0.665 -2.114 2.670
95 H 1.044 -3.480 3.751
96 H 2.343 -1.352 1.607
97 H 3.979 -1.859 2.094
98 C 0.519 3.859 1.509
99 O 0.658 4.869 2.078
100 N -0.025 3.567 0.359
101 N 0.716 2.706 2.039
102 H 0.098 2.634 -0.006
103 H -0.359 4.319 -0.228
104 H 0.545 1.863 1.511
105 H 1.141 2.660 2.954
106 C -1.944 0.495 -4.308
107 O -1.004 1.174 -4.432
108 N -2.324 0.032 -3.131
109 N -2.858 0.223 -5.289
110 H -1.769 0.350 -2.349
111 H -3.229 -0.401 -3.013
112 H -3.680 -0.355 -5.186
113 H -2.407 0.450 -6.164
114 C -0.166 0.645 5.700
115 O -1.259 0.208 5.914
116 N 0.773 0.547 6.551
117 N 0.260 1.261 4.630
118 H 0.533 -0.039 7.337
119 H 1.457 1.290 6.509
120 H -0.195 1.485 3.756
121 H 1.206 1.614 4.627

These are the Löwdin partial charges, in e, on atoms 1 to 5:
1 I 0.188
2 C -0.009
3 C -0.505
4 C -0.050
5 O -0.083

---

Entry 4:
Entry from the Open Molecules 2025 dataset: a 7-piece molecular cluster, C15H29F6NO7P overall at a distorted geometry (the ωB97M-V functional and the def2-TZVPD basis).

## Properties
Net charge   -1
Kohn-Sham gap   7.655 eV

Element x y z (Å)
1 P -0.570 -0.623 0.251
2 F -0.748 -0.893 1.822
3 F -1.416 -1.962 0.109
4 F -1.984 0.184 0.510
5 F -0.433 -0.218 -1.369
6 F 0.317 0.740 0.672
7 F 0.743 -1.597 0.147
8 O 5.190 1.208 2.019
9 C 4.346 0.384 1.820
10 O 4.310 -0.739 2.556
11 C 3.190 -1.528 2.228
12 C 2.409 -0.794 1.177
13 C 3.189 0.426 0.791
14 H 2.529 -1.665 3.083
15 H 3.513 -2.486 1.822
16 H 1.438 -0.459 1.542
17 H 2.116 -1.345 0.283
18 H 2.736 1.412 0.895
19 H 3.791 0.410 -0.118
20 O 4.397 0.119 -3.646
21 C 3.410 0.423 -2.993
22 O 3.194 0.055 -1.749
23 C 1.990 0.585 -1.337
24 C 1.724 1.752 -2.243
25 C 2.173 1.194 -3.591
26 H 2.031 0.769 -0.263
27 H 1.294 -0.235 -1.513
28 H 2.273 2.633 -1.910
29 H 0.649 1.895 -2.129
30 H 2.522 2.054 -4.163
31 H 1.479 0.585 -4.171
32 C 0.106 2.765 0.244
33 O 0.580 2.743 1.600
34 H 0.582 2.029 -0.405
35 H -0.968 2.664 0.088
36 H 0.276 3.768 -0.147
37 H 0.759 1.837 1.860
38 C -0.760 -2.667 2.623
39 O 0.305 -3.029 1.793
40 H -0.825 -3.361 3.461
41 H -0.419 -1.710 3.019
42 H -1.716 -2.374 2.190
43 H 0.259 -2.377 1.090
44 C -2.097 1.756 -2.085
45 O -1.266 2.918 -1.964
46 H -1.995 1.012 -1.295
47 H -3.104 2.172 -2.039
48 H -2.044 1.263 -3.056
49 H -1.648 3.722 -2.324
50 N -3.621 -1.413 0.517
51 C -4.339 -2.540 0.847
52 C -5.740 -2.303 0.688
53 C -5.825 -1.010 0.276
54 C -4.514 -0.428 0.084
55 H -2.612 -1.368 0.523
56 H -3.784 -3.346 1.305
57 H -6.575 -2.979 0.801
58 H -6.757 -0.513 0.050
59 H -4.060 0.484 -0.277

These are the Löwdin partial charges, in e, on atoms 1 to 5:
1 P 0.446
2 F -0.212
3 F -0.080
4 F -0.157
5 F -0.139